1.
{
  "formula": "C25H43ClN5NaO3P",
  "method": "ωB97M-V with the def2-TZVPD basis set",
  "e_homo_ha": -0.1655,
  "total_charge": -1,
  "largest_force_ev_per_a": 1.10,
  "energy_ev": -66448.3914,
  "gap_ev": 6.728,
  "spin_multiplicity": 1,
  "species": ["Na", "O", "C", "C", "C", "C", "C", "C", "C", "C", "N", "H", "H", "H", "H", "H", "H", "H", "H", "H", "H", "H", "N", "P", "N", "C", "C", "C", "C", "C", "N", "C", "C", "C", "C", "C", "N", "C", "C", "C", "C", "C", "H", "H", "H", "H", "H", "H", "H", "H", "H", "H", "H", "H", "H", "H", "H", "H", "H", "H", "H", "H", "H", "H", "H", "H", "H", "H", "H", "H", "H", "H", "Cl", "C", "C", "O", "O", "H", "H"],
  "coordinates": [[-0.97, -1.68, -0.21], [0.78, -0.91, -2.28], [0.20, -0.36, -3.43], [-0.18, -1.45, -4.42], [-1.20, -2.46, -3.86], [-2.49, -1.78, -3.49], [-3.48, -1.53, -4.43], [-4.62, -0.83, -4.05], [-4.74, -0.41, -2.74], [-3.71, -0.70, -1.86], [-2.61, -1.38, -2.22], [0.41, -0.39, -1.49], [0.89, 0.34, -3.93], [-0.69, 0.23, -3.16], [0.73, -2.00, -4.71], [-0.58, -0.99, -5.32], [-0.79, -2.93, -2.96], [-1.38, -3.24, -4.59], [-3.35, -1.87, -5.45], [-5.40, -0.63, -4.77], [-5.60, 0.14, -2.40], [-3.75, -0.39, -0.83], [-0.46, 0.35, -0.20], [0.52, 0.96, 0.79], [-0.19, 1.53, 2.22], [0.44, 1.55, 3.52], [-0.14, 0.49, 4.46], [-1.66, 0.61, 4.54], [-2.27, 0.59, 3.14], [-1.64, 1.66, 2.27], [1.78, -0.02, 1.37], [1.49, -1.44, 1.65], [2.38, -2.36, 0.83], [3.86, -2.15, 1.20], [4.08, -0.74, 1.76], [3.19, 0.26, 1.06], [1.42, 2.29, 0.25], [1.55, 2.51, -1.20], [1.31, 3.97, -1.55], [2.35, 4.88, -0.88], [2.73, 4.33, 0.51], [1.62, 3.46, 1.09], [0.32, 2.54, 3.98], [1.51, 1.37, 3.40], [0.31, 0.60, 5.45], [0.13, -0.50, 4.08], [-1.92, 1.57, 5.02], [-2.08, -0.18, 5.17], [-3.36, 0.73, 3.19], [-2.10, -0.39, 2.68], [-1.90, 2.65, 2.68], [-2.02, 1.61, 1.25], [0.45, -1.65, 1.39], [1.58, -1.67, 2.72], [2.22, -2.14, -0.23], [2.07, -3.39, 0.98], [4.48, -2.30, 0.31], [4.18, -2.90, 1.93], [5.13, -0.45, 1.66], [3.85, -0.72, 2.83], [3.38, 0.22, -0.03], [3.43, 1.28, 1.37], [0.82, 1.88, -1.70], [2.55, 2.20, -1.56], [0.30, 4.24, -1.21], [1.33, 4.09, -2.63], [1.97, 5.90, -0.80], [3.24, 4.93, -1.51], [2.96, 5.15, 1.20], [3.64, 3.72, 0.44], [0.70, 4.06, 1.20], [1.90, 3.16, 2.10], [-4.47, -3.71, 0.26], [-3.19, -4.89, -0.27], [-1.86, -4.68, 0.47], [-1.45, -5.63, 1.14], [-1.29, -3.59, 0.21], [-3.05, -4.73, -1.34], [-3.57, -5.88, -0.07]],
  "mulliken_charge": [1.478, -0.427, -0.496, -1.075, -0.758, 0.282, -0.616, -0.426, -0.733, -0.457, 0.426, -0.002, 0.450, 0.408, 0.453, 0.382, 0.097, 0.487, 0.469, 0.372, 0.423, 0.390, -1.130, -1.224, 0.990, -0.967, -0.418, -1.076, -0.343, -1.100, 0.980, -0.863, -0.720, -0.699, -1.064, -0.185, 1.036, -0.018, -1.159, -0.565, -0.932, -0.641, 0.434, 0.476, 0.397, 0.048, 0.327, 0.442, 0.422, 0.110, 0.406, 0.421, 0.472, 0.165, -0.008, 0.605, 0.346, 0.313, 0.438, 0.273, 0.125, 0.145, -0.054, 0.165, 0.330, 0.471, 0.302, 0.319, 0.460, 0.204, 0.350, 0.368, -0.275, -0.139, 0.232, -0.728, -0.814, 0.087, 0.336]
}

***

2.
{
  "formula": "C25H43N2O12S4",
  "method": "ωB97M-V with the def2-TZVPD basis set",
  "e_homo_ha": -0.4386,
  "total_charge": 1,
  "largest_force_ev_per_a": 2.95,
  "energy_ev": -97501.2201,
  "gap_ev": 7.385,
  "spin_multiplicity": 1,
  "species": ["N", "C", "C", "O", "C", "O", "C", "C", "C", "N", "C", "O", "O", "C", "C", "H", "H", "H", "H", "H", "H", "H", "H", "H", "H", "H", "C", "C", "C", "S", "O", "O", "C", "H", "H", "H", "H", "H", "H", "H", "H", "C", "C", "C", "S", "O", "O", "C", "H", "H", "H", "H", "H", "H", "H", "H", "C", "C", "C", "S", "O", "O", "C", "H", "H", "H", "H", "H", "H", "H", "H", "C", "C", "C", "S", "O", "O", "C", "H", "H", "H", "H", "H", "H", "H", "H"],
  "coordinates": [[2.85, -4.23, -2.74], [3.15, -2.99, -2.61], [2.86, -2.09, -3.85], [3.05, -0.67, -3.63], [2.08, -0.12, -2.83], [2.38, 0.84, -2.17], [0.60, -0.62, -2.76], [-0.06, -1.01, -1.51], [-1.42, -1.49, -1.62], [-2.05, -1.59, -2.84], [-3.44, -2.14, -2.94], [-3.33, -3.35, -3.70], [-2.67, -4.30, -2.94], [-1.46, -1.21, -4.04], [-0.11, -0.71, -4.06], [3.10, -4.72, -1.87], [3.62, -2.65, -1.65], [3.62, -2.39, -4.64], [1.87, -2.38, -4.27], [0.52, -0.92, -0.57], [-1.98, -1.80, -0.71], [-4.13, -1.47, -3.51], [-3.81, -2.43, -1.92], [-1.94, -4.63, -3.50], [-2.01, -1.32, -5.00], [0.39, -0.40, -5.01], [-0.86, 4.01, 0.98], [0.09, 3.80, 2.16], [-0.20, 2.41, 2.74], [-0.83, 1.43, 1.39], [-2.21, 1.09, 1.67], [0.15, 0.42, 1.03], [-0.80, 2.72, 0.16], [-0.58, 4.88, 0.38], [-1.87, 4.18, 1.35], [1.12, 3.84, 1.80], [-0.02, 4.57, 2.91], [0.69, 1.95, 3.13], [-0.97, 2.46, 3.51], [-1.64, 2.61, -0.52], [0.14, 2.65, -0.38], [-0.03, -0.93, 6.94], [0.78, -0.28, 8.07], [1.50, 0.93, 7.47], [0.48, 1.50, 6.12], [1.20, 1.32, 4.88], [-0.13, 2.77, 6.47], [-0.76, 0.22, 6.24], [-0.73, -1.67, 7.33], [0.64, -1.43, 6.24], [0.11, 0.04, 8.87], [1.50, -0.98, 8.50], [1.60, 1.74, 8.20], [2.47, 0.67, 7.07], [-1.12, -0.05, 5.25], [-1.57, 0.60, 6.86], [-5.48, 6.07, 3.02], [-4.94, 6.76, 4.28], [-3.50, 7.19, 3.98], [-3.41, 7.44, 2.21], [-2.52, 6.45, 1.64], [-3.25, 8.85, 1.94], [-5.09, 6.96, 1.85], [-6.56, 5.93, 3.07], [-5.02, 5.09, 2.91], [-5.54, 7.65, 4.49], [-4.99, 6.11, 5.15], [-3.23, 8.11, 4.49], [-2.79, 6.40, 4.24], [-5.13, 6.46, 0.89], [-5.69, 7.87, 1.83], [4.05, -7.89, -6.43], [4.88, -7.26, -5.30], [5.60, -6.04, -5.89], [4.58, -5.45, -7.24], [5.29, -5.63, -8.48], [3.99, -4.19, -6.87], [3.33, -6.73, -7.11], [3.34, -8.63, -6.04], [4.71, -8.39, -7.14], [4.21, -6.94, -4.50], [5.59, -7.97, -4.88], [5.72, -5.25, -5.16], [6.57, -6.32, -6.31], [2.96, -6.98, -8.10], [2.52, -6.34, -6.49]],
  "mulliken_charge": [-0.588, -0.101, -0.183, -0.369, 0.078, -0.455, 0.714, -0.683, 0.162, 0.130, -0.408, -0.192, -0.347, -0.150, -0.586, 0.264, 0.464, 0.339, 0.080, 0.538, 0.437, 0.320, 0.288, 0.343, 0.425, 0.525, -0.492, -0.915, -0.417, 1.276, -0.728, -0.711, -0.668, 0.414, 0.125, 0.327, 0.354, 0.405, 0.221, 0.462, 0.344, -0.625, -0.620, -0.683, 1.250, -0.708, -0.725, -0.622, 0.364, 0.305, 0.297, 0.325, 0.346, 0.344, 0.321, 0.401, -0.525, -0.624, -0.562, 1.021, -0.527, -0.697, -0.703, 0.341, 0.251, 0.298, 0.337, 0.348, 0.291, 0.384, 0.355, -0.620, -0.527, -0.606, 1.080, -0.651, -0.606, -0.681, 0.340, 0.312, 0.223, 0.329, 0.312, 0.358, 0.392, 0.344]
}